w) {
  "formula": "C6H34N2O9",
  "method": "ωB97M-V/def2-TZVPD",
  "elements": ["O", "O", "O", "O", "O", "O", "O", "O", "O", "N", "N", "C", "C", "C", "C", "C", "C", "H", "H", "H", "H", "H", "H", "H", "H", "H", "H", "H", "H", "H", "H", "H", "H", "H", "H", "H", "H", "H", "H", "H", "H", "H", "H", "H", "H", "H", "H", "H", "H", "H", "H"],
  "coordinates": [[0.5158, -2.3561, 2.7307], [-1.9319, 2.3264, -2.6605], [-1.9141, -1.1005, 3.1369], [-3.1520, -0.9325, -2.3791], [3.4102, -0.3568, 1.3526], [-3.8191, 1.2449, -0.9934], [-2.8741, -0.2927, 0.9391], [-1.1642, -2.8981, 0.5719], [4.5134, -2.0470, -0.5687], [0.0804, 0.3714, -1.9149], [0.9309, 2.5521, 1.0331], [0.8756, 1.3053, -1.1104], [0.6512, 1.8379, 2.2528], [0.9233, -0.2647, -2.9415], [1.4711, -1.6345, -2.4910], [0.1261, 2.2126, -0.1368], [1.9134, 1.5603, 3.0866], [2.0019, -1.5217, -1.5491], [-0.0101, 0.9922, 2.1018], [-0.2615, -1.7756, 2.9247], [-1.7466, -0.2755, 3.6021], [-1.1936, 2.9495, -2.6482], [-4.2024, 0.8320, -1.7784], [0.3666, -0.4089, -3.8546], [-0.8258, 1.7936, 0.2061], [2.0863, 0.4872, 3.1487], [-3.5073, 0.3244, 0.5448], [-2.4450, -0.6957, 2.3855], [5.3758, -2.1063, -1.0094], [-0.3160, -2.9049, 1.0547], [-2.6007, -0.7640, -1.6160], [-0.1305, -0.3905, -1.2824], [1.8301, 0.3111, -3.1118], [2.8175, 1.8751, 2.5707], [-1.7854, -2.8166, 1.3160], [-0.0009, 2.3978, 2.9488], [1.7041, 0.8345, -0.5720], [1.9455, 1.9452, 4.0962], [1.0507, 3.5397, 1.0860], [-3.2843, 1.9453, -1.3928], [-2.8720, -1.7806, -2.7402], [2.8221, 0.3683, 1.1454], [-1.5080, 1.4775, -2.4099], [1.3977, 1.9394, -1.8230], [-3.0044, -1.1557, 0.5446], [3.9106, -0.8405, 0.6680], [2.0070, -2.0748, -3.3349], [4.2999, -2.8890, -0.1772], [-0.1279, 3.1418, -0.6454], [1.2651, -1.7712, 2.5420], [0.6309, -2.3073, -2.2776]],
  "homo_energy_ev": -8.826,
  "homo_lumo_gap_ev": 9.12
}


x) {
  "formula": "C6H34N2O9",
  "method": "ωB97M-V/def2-TZVPD",
  "elements": ["O", "O", "O", "O", "O", "O", "O", "O", "O", "N", "N", "C", "C", "C", "C", "C", "C", "H", "H", "H", "H", "H", "H", "H", "H", "H", "H", "H", "H", "H", "H", "H", "H", "H", "H", "H", "H", "H", "H", "H", "H", "H", "H", "H", "H", "H", "H", "H", "H", "H", "H"],
  "coordinates": [[-0.7067, 0.5485, -2.2555], [0.2933, 3.1530, 1.9834], [2.0212, 3.0860, -2.9209], [1.3792, -2.2609, -3.5513], [-2.8658, 1.8691, -0.0654], [-4.8245, -0.1664, -0.3435], [1.8638, -1.9323, -1.0635], [2.0132, -4.3298, -1.4217], [-0.1667, 3.8593, -0.6988], [-1.1553, -1.9784, -1.5344], [1.3539, 0.3496, 2.8365], [-1.7503, -0.8652, 0.6423], [0.4413, -0.6895, 2.1794], [1.3014, 0.2645, 4.3690], [2.7242, 0.1541, 2.3952], [-0.6774, 0.0717, 1.2808], [-1.2365, -2.1332, -0.0273], [2.1327, 0.9231, 4.5914], [1.4016, -0.8393, 4.7553], [2.5512, 0.2742, 1.3117], [0.8694, -1.7894, -0.7317], [2.9039, -0.8886, 2.7327], [-1.6861, -2.6233, -2.1653], [-0.3466, 4.1235, 0.1829], [-0.1126, -1.1702, 2.9366], [3.3108, 1.0151, 2.8616], [1.1185, 3.6039, 2.1102], [-0.5848, 0.7937, -3.1787], [1.1207, -1.8334, -2.6879], [2.5554, 3.8368, -2.5159], [2.3027, -3.6991, -2.1705], [0.3653, 2.2554, 2.3334], [0.9887, -1.3930, 1.6528], [1.1695, 3.1576, -2.4129], [-2.4113, -1.1281, 1.4298], [0.1781, 0.4492, -1.9110], [-2.4033, -0.2789, 0.0572], [-1.9732, -2.9279, 0.2173], [0.4547, 0.7800, 4.7161], [-1.2437, 0.7747, 1.9620], [-2.0304, 2.1781, -0.4626], [-5.0796, 0.6301, 0.1185], [-1.2068, -1.0144, -1.7816], [0.4219, 2.9911, -0.5719], [-3.8488, 0.0650, -0.4189], [1.0874, -4.5036, -1.4963], [2.1847, -2.6495, -0.4723], [-0.2216, -2.4824, 0.2003], [0.7876, -1.5985, -4.0756], [-0.2348, 0.8346, 0.6463], [-2.7840, 2.1095, 0.7845]],
  "homo_energy_ev": -9.144,
  "homo_lumo_gap_ev": 9.14
}


w) wins, 0.1208 hartree ahead of the next structure.


w) {
  "formula": "C2H6IN",
  "method": "ωB97M-V/def2-TZVPD",
  "elements": ["I", "N", "C", "C", "H", "H", "H", "H", "H", "H"],
  "coordinates": [[2.3122, -0.4232, -0.9460], [0.4303, -0.6818, -0.0062], [0.2677, 0.2198, 1.1630], [-0.8030, -0.0487, -1.0085], [0.8742, -0.3536, 1.8772], [-1.1596, -0.9406, -1.4616], [0.6700, 1.1359, 0.9195], [-1.5235, 0.4001, -0.2709], [-0.8025, 0.1120, 1.3064], [-0.2658, 0.5800, -1.5728]],
  "homo_energy_ev": -8.849,
  "homo_lumo_gap_ev": 8.81
}


x) {
  "formula": "C2H6IN",
  "method": "ωB97M-V/def2-TZVPD",
  "elements": ["I", "N", "C", "C", "H", "H", "H", "H", "H", "H"],
  "coordinates": [[-2.7377, -0.0650, 0.2332], [-0.9314, 0.3208, -0.5275], [-0.0728, 1.3709, -0.0449], [0.8261, -1.7627, 0.0361], [-0.5158, 2.4461, 0.0405], [0.7621, -1.3806, 1.0685], [0.2031, -2.5280, -0.3077], [0.6352, 1.6764, -0.8160], [1.4333, -1.2160, -0.6543], [0.3979, 1.1381, 0.9720]],
  "homo_energy_ev": [-8.373, -9.011],
  "homo_lumo_gap_ev": [7.55, 8.99]
}


w) wins, 0.0851 hartree ahead of the next structure.


w) {
  "formula": "C5H10NS",
  "method": "ωB97M-V/def2-TZVPD",
  "elements": ["S", "N", "C", "C", "C", "C", "C", "H", "H", "H", "H", "H", "H", "H", "H", "H", "H"],
  "coordinates": [[-1.8651, -0.2334, 0.7110], [1.9927, 0.2756, 0.4269], [-1.4760, 1.2077, -0.0411], [-0.0731, 1.4090, 0.0983], [2.7574, -0.9268, 0.0503], [-3.1548, -0.9177, -0.3750], [0.5560, 0.2263, 0.0210], [-4.0526, -0.3912, -0.0681], [0.3623, 2.3874, 0.1758], [2.8046, -1.8401, 0.7238], [-2.2440, 1.9395, -0.3753], [2.3276, -1.3228, -0.8190], [3.7947, -0.4517, -0.2214], [2.3914, 0.9991, -0.2967], [2.1897, 0.7086, 1.3611], [-3.1158, -1.1507, -1.4522], [-3.1948, -1.9189, 0.0805]],
  "total_charge": 1,
  "homo_energy_ev": -12.479,
  "homo_lumo_gap_ev": 7.60
}


x) {
  "formula": "C5H10NS",
  "method": "ωB97M-V/def2-TZVPD",
  "elements": ["S", "N", "C", "C", "C", "C", "C", "H", "H", "H", "H", "H", "H", "H", "H", "H", "H"],
  "coordinates": [[-1.8572, 2.2173, 0.0830], [1.1493, 1.2272, -0.2406], [-0.6996, -0.2042, -0.2098], [-0.7776, 1.0326, 0.4946], [0.6329, -0.1185, -0.8241], [-0.6323, -1.3168, 0.8502], [1.3401, -1.0642, -1.4076], [1.8628, 0.8623, 0.3829], [-2.0981, 2.7088, 1.2504], [0.7923, -1.9775, -1.8028], [0.3204, -1.3199, 1.3948], [-0.4042, 1.0767, 1.4810], [1.5597, 1.8218, -0.9556], [-1.5124, -0.2304, -0.9010], [-1.4267, -1.2648, 1.6216], [2.4462, -1.0670, -1.5909], [-0.6955, -2.3834, 0.3739]],
  "total_charge": 1,
  "homo_energy_ev": -14.267,
  "homo_lumo_gap_ev": 9.39
}


x) wins, 0.0758 hartree ahead of the next structure.


w) {
  "formula": "C2H2ClN",
  "method": "ωB97M-V/def2-TZVPD",
  "elements": ["Cl", "N", "C", "C", "H", "H"],
  "coordinates": [[1.2665, -0.0166, 3.1099], [0.6489, 1.1742, 0.6489], [0.4350, 0.1288, 0.0474], [0.0269, -0.8759, -0.5584], [1.0814, 1.7521, 1.3683], [-0.5000, -1.4921, -1.2194]],
  "homo_energy_ev": [-9.446, -9.283],
  "homo_lumo_gap_ev": [5.86, 7.23]
}


x) {
  "formula": "C2H2ClN",
  "method": "ωB97M-V/def2-TZVPD",
  "elements": ["Cl", "N", "C", "C", "H", "H"],
  "coordinates": [[-1.5707, -0.9411, 0.8309], [0.3548, -0.3652, -1.1012], [0.2021, 0.7274, -0.4991], [0.0477, -0.4330, 0.3434], [0.1599, 1.7837, -0.6072], [0.8061, -0.7719, 1.0333]],
  "homo_energy_ev": -10.150,
  "homo_lumo_gap_ev": 11.07
}


y) {
  "formula": "C2H2ClN",
  "method": "ωB97M-V/def2-TZVPD",
  "elements": ["Cl", "N", "C", "C", "H", "H"],
  "coordinates": [[-0.6636, -0.4914, 2.3499], [-0.5509, -1.3617, 1.0611], [0.1734, 1.0624, -0.9520], [0.4132, -0.1283, -0.7110], [0.5223, -1.1559, -0.4837], [0.1056, 2.0749, -1.2643]],
  "homo_energy_ev": [-9.428, -9.522],
  "homo_lumo_gap_ev": [8.29, 8.38]
}


x) wins, 0.1250 hartree ahead of the next structure.


w) {
  "formula": "C6H9NO4",
  "method": "ωB97M-V/def2-TZVPD",
  "elements": ["O", "O", "O", "O", "N", "C", "C", "C", "C", "C", "C", "H", "H", "H", "H", "H", "H", "H", "H", "H"],
  "coordinates": [[-1.2150, -3.0222, -2.3535], [0.9611, 0.4684, 0.4566], [2.3113, -0.1490, -1.2919], [-0.8440, -2.7498, -0.0795], [-0.0039, -0.2090, -2.9947], [-0.9997, -2.8398, -1.2405], [0.0420, 0.7411, 1.3264], [0.6195, 0.9320, 2.7064], [-1.4619, 1.0160, 1.0244], [-0.1166, 0.1465, -1.6304], [1.0512, 0.1612, -0.8180], [1.6483, 0.5444, 2.8847], [-0.9132, -0.2906, -3.4340], [-0.0621, 0.5316, 3.4983], [0.8257, -0.4273, -3.5198], [-1.6412, 1.7751, 1.8091], [0.6307, 2.0366, 2.8108], [-1.8536, 1.2083, 0.0522], [-1.9804, -0.0036, 1.3800], [3.0018, 0.1301, -0.5866]],
  "homo_energy_ev": [-7.033, -6.689],
  "homo_lumo_gap_ev": [7.59, 6.81]
}


x) {
  "formula": "C6H9NO4",
  "method": "ωB97M-V/def2-TZVPD",
  "elements": ["O", "O", "O", "O", "N", "C", "C", "C", "C", "C", "C", "H", "H", "H", "H", "H", "H", "H", "H", "H"],
  "coordinates": [[1.8068, 0.4103, 0.6368], [1.3683, -2.0746, 0.0130], [-0.3944, -0.0592, 2.1721], [-1.4310, -0.7774, -0.0866], [-0.2211, -2.4651, -2.8609], [-0.1304, 1.1211, -0.8592], [1.0809, 0.2520, -0.6403], [-1.0763, 0.9193, 1.5221], [0.2189, -1.8407, -2.0046], [-1.3159, 0.5840, 0.0521], [0.8306, -1.2382, -0.8421], [-0.4545, 1.1125, -1.8688], [-2.1160, 1.1228, 1.9270], [-2.2379, 0.9552, -0.3675], [-0.7062, -0.9734, 2.0480], [1.8685, 0.5422, -1.4354], [-0.5556, 1.8595, 1.5130], [0.3040, 2.1902, -0.8649], [1.3842, -0.1391, 1.3407], [1.7771, -1.5013, 0.6056]],
  "homo_energy_ev": [-8.720, -9.431],
  "homo_lumo_gap_ev": [7.16, 8.21]
}


w) wins, 0.0065 hartree ahead of the next structure.


w) {
  "formula": "C2H6NO2",
  "method": "ωB97M-V/def2-TZVPD",
  "elements": ["O", "O", "N", "C", "C", "H", "H", "H", "H", "H", "H"],
  "coordinates": [[-0.8035, -1.6106, 0.1789], [0.9928, -0.4184, 0.8422], [0.3903, 1.4676, -0.9797], [-0.2406, -0.5755, 0.3050], [-0.7234, 0.7758, -0.1523], [-0.0749, 2.0341, -1.6927], [0.9794, 0.7581, -1.4105], [1.3124, -1.3074, 1.0755], [0.9181, 2.1045, -0.3939], [-0.8852, 1.4246, 0.7029], [-1.6259, 0.7661, -0.7463]],
  "total_charge": 1,
  "homo_energy_ev": -15.709,
  "homo_lumo_gap_ev": 11.43
}


x) {
  "formula": "C2H6NO2",
  "method": "ωB97M-V/def2-TZVPD",
  "elements": ["O", "O", "N", "C", "C", "H", "H", "H", "H", "H", "H"],
  "coordinates": [[-1.8175, 1.2611, -1.1055], [-0.0665, -0.2155, -1.1289], [1.1099, 0.3506, 1.2320], [-1.2579, 0.0013, -1.3547], [1.4867, -0.8666, 0.8161], [2.5117, -1.0122, 0.8068], [-1.9615, -0.5761, -1.7702], [0.8463, -1.7498, 0.7073], [0.1225, 0.6576, 1.3217], [1.8577, 0.9436, 1.3844], [-2.8314, 1.2059, -0.9090]],
  "total_charge": 1,
  "homo_energy_ev": -15.371,
  "homo_lumo_gap_ev": 9.75
}


w) wins, 0.0573 hartree ahead of the next structure.